No. 1
{"formula": "C6H7FS", "method": "the ωB97M-V functional and the def2-TZVPD basis", "symbols": ["C", "C", "C", "C", "C", "C", "H", "H", "H", "H", "H", "H", "H", "F", "S"], "xyz": [[-0.81, 0.09, -0.16], [-0.21, -0.74, 1.16], [1.09, -0.13, 0.55], [1.07, -0.78, -0.85], [-0.16, -0.58, -1.31], [0.32, 1.15, 0.36], [-2.88, 0.88, -1.50], [-0.35, -0.13, 2.22], [-0.02, -1.87, 1.21], [1.99, -0.14, 1.06], [2.06, -0.85, -1.24], [-0.35, -0.90, -2.34], [-0.10, 1.45, 1.28], [0.91, 2.14, -0.39], [-2.58, 0.42, -0.05]], "nbo_charge": [-0.22, -0.38, -0.32, -0.18, -0.24, 0.23, 0.15, 0.21, 0.25, 0.21, 0.22, 0.25, 0.16, -0.34, -0.01], "e_lumo_ev": 0.7, "relative_energy_kcal_mol": 86.12, "e_homo_ev": -9.0, "total_charge": 0}

No. 2
{"formula": "C6H7I3O2", "method": "the ωB97M-V functional and the def2-TZVPD basis", "symbols": ["C", "C", "C", "C", "C", "C", "O", "O", "I", "I", "I", "H", "H", "H", "H", "H", "H", "H"], "xyz": [[-1.70, 0.76, 1.61], [-0.36, 0.52, 1.47], [0.28, -0.48, 0.59], [0.04, -0.71, -2.96], [0.14, -1.37, -1.54], [0.83, 1.51, 2.24], [1.24, -1.21, 0.86], [-0.37, -0.47, -0.57], [1.75, 0.16, 3.61], [-0.12, 3.14, 3.16], [2.08, 2.20, 0.71], [-2.32, 1.38, 2.17], [-2.42, 0.04, 1.14], [-0.87, -1.03, -3.46], [0.11, 0.40, -2.84], [0.92, -0.92, -3.48], [1.20, -1.66, -1.11], [-0.42, -2.25, -1.58]], "nbo_charge": [-0.34, -0.13, 0.74, -0.63, -0.09, -0.70, -0.59, -0.49, 0.26, 0.24, 0.25, 0.23, 0.22, 0.21, 0.22, 0.22, 0.22, 0.18], "e_lumo_ev": -0.6, "relative_energy_kcal_mol": 0.00, "e_homo_ev": -9.0, "total_charge": 0}

No. 3
{"formula": "C6H7INP", "method": "the ωB97M-V functional and the def2-TZVPD basis", "symbols": ["C", "C", "C", "C", "C", "C", "N", "P", "I", "H", "H", "H", "H", "H", "H", "H"], "xyz": [[-1.94, 0.73, 0.50], [-1.70, 0.01, -0.72], [-1.01, 0.98, 1.49], [-0.41, -0.44, -0.91], [0.34, 0.54, 1.24], [1.44, 0.92, 1.92], [0.58, -0.30, 0.11], [2.08, -1.18, -0.10], [1.29, 2.07, 3.69], [-3.01, 0.76, 0.72], [-2.40, 0.11, -1.47], [-1.02, 1.65, 2.32], [-0.19, -1.19, -1.59], [2.43, 0.42, 1.97], [1.32, -2.10, -1.00], [2.43, -0.31, -1.12]], "mulliken_spin": [0.31, 0.01, 0.35, 0.44, -0.07, 0.55, 0.21, 0.01, 0.04, 0.03, 0.00, 0.04, 0.05, 0.01, 0.01, 0.02], "s_squared": 2.024, "e_lumo_ev": [0.4, -1.8], "spin_multiplicity": 3, "relative_energy_kcal_mol": 17.87, "e_homo_ev": [-5.4, -9.2], "total_charge": 0}

No. 4
{"formula": "C6H7N", "method": "the ωB97M-V functional and the def2-TZVPD basis", "symbols": ["C", "C", "C", "C", "C", "C", "N", "H", "H", "H", "H", "H", "H", "H"], "xyz": [[1.86, 0.08, -0.16], [1.09, 1.10, 0.72], [-1.29, -0.25, 0.49], [1.68, -0.94, 0.73], [0.92, -0.05, 1.64], [-1.81, 0.01, -0.89], [-0.27, 0.32, 0.87], [2.28, 0.26, -1.15], [1.07, 2.20, 0.92], [1.62, -1.97, 0.62], [0.92, -0.11, 2.73], [-2.82, 0.32, -0.72], [-1.85, -0.88, -1.50], [-1.21, 0.75, -1.38]], "nbo_charge": [-0.17, -0.16, 0.15, -0.20, -0.11, -0.71, -0.35, 0.22, 0.25, 0.21, 0.23, 0.23, 0.24, 0.18], "e_lumo_ev": 0.9, "relative_energy_kcal_mol": 155.76, "e_homo_ev": -7.2, "total_charge": 0}

No. 5
{"formula": "C6H7N", "method": "the ωB97M-V functional and the def2-TZVPD basis", "symbols": ["C", "C", "C", "C", "C", "C", "N", "H", "H", "H", "H", "H", "H", "H"], "xyz": [[0.19, 0.59, -0.23], [0.83, 1.65, 0.48], [1.08, -0.36, 0.50], [1.96, 0.75, 1.05], [-1.00, 0.33, -1.20], [-2.24, -0.38, -0.79], [1.05, -1.59, 0.51], [2.90, 0.91, 0.63], [1.94, 0.85, 2.10], [-1.04, 1.07, -1.97], [-2.78, 0.19, -0.04], [-2.02, -1.26, -0.27], [-2.85, -0.84, -1.68], [1.97, -1.90, 0.91]], "nbo_charge": [-0.23, 0.18, 0.29, -0.55, -0.05, -0.69, -0.60, 0.22, 0.22, 0.18, 0.23, 0.23, 0.23, 0.34], "e_lumo_ev": [-0.2, -1.3], "relative_energy_kcal_mol": 158.88, "e_homo_ev": [-9.5, -8.1], "total_charge": 0}

No. 6
{"formula": "C6H7N", "method": "the ωB97M-V functional and the def2-TZVPD basis", "symbols": ["C", "C", "C", "C", "C", "C", "N", "H", "H", "H", "H", "H", "H", "H"], "xyz": [[2.32, 0.18, 0.34], [1.18, 0.03, -0.63], [0.11, -1.00, -0.35], [-0.27, 0.23, -0.28], [-1.47, 0.98, -0.05], [-2.49, 0.23, 0.13], [-3.45, -0.49, 0.26], [2.73, -0.82, 0.43], [2.08, 0.52, 1.31], [3.08, 0.76, -0.12], [1.50, 0.42, -1.64], [0.08, -2.11, -0.48], [-1.48, 1.99, -0.13], [-3.91, -0.91, 1.20]], "nbo_charge": [-0.63, -0.22, -0.25, 0.03, -0.49, 0.50, -0.64, 0.20, 0.21, 0.20, 0.17, 0.23, 0.25, 0.42], "smiles": "C[C@H]1C=C1C=C=N", "e_lumo_ev": 0.9, "relative_energy_kcal_mol": 109.60, "e_homo_ev": -8.0, "total_charge": 0}